Entry 1:
{"formula": "C6H12N2O", "method": "ωB97M-V with the def2-TZVPD basis set", "homo_ev": -7.385, "total_charge": 0, "gap_ev": 8.09, "spin_multiplicity": 1, "energy_ev": -11441.3966, "symbols": ["H", "N", "C", "N", "C", "C", "C", "O", "C", "C", "H", "H", "H", "H", "H", "H", "H", "H", "H", "H", "H"], "coordinates": [[2.5136, 1.4349, -0.8614], [1.7761, 1.2732, -0.1850], [1.2175, 0.1319, -0.0854], [1.8308, -0.9598, 0.4665], [-0.3034, -0.1383, -0.9184], [-0.2778, -1.2268, -1.9676], [-0.9432, -0.4045, 0.3784], [-1.1209, -1.7120, 0.7625], [-0.9639, 0.5165, 1.3981], [-0.9997, 2.0027, 1.2426], [1.3011, -1.4766, 1.1586], [2.7974, -0.8166, 0.7242], [-0.5597, 0.8362, -1.3297], [0.2415, -0.8768, -2.8636], [0.2539, -2.1233, -1.6239], [-1.2880, -1.5409, -2.2591], [-1.1728, -2.2734, -0.0263], [-1.2941, 0.1428, 2.3637], [-0.1347, 2.4577, 1.7419], [-0.9622, 2.3371, 0.2028], [-1.9116, 2.4159, 1.6811]], "nbo_charge": [0.406, -0.930, 0.626, -0.851, -0.340, -0.639, 0.305, -0.690, -0.291, -0.636, 0.403, 0.394, 0.245, 0.234, 0.216, 0.213, 0.480, 0.207, 0.222, 0.213, 0.212]}



Entry 2:
{"formula": "H9N3Si2", "method": "ωB97M-V with the def2-TZVPD basis set", "homo_ev": -9.280, "total_charge": 0, "gap_ev": 9.45, "spin_multiplicity": 1, "energy_ev": -20370.5683, "symbols": ["N", "Si", "H", "H", "H", "N", "Si", "N", "H", "H", "H", "H", "H", "H"], "coordinates": [[0.9877, -1.2499, -1.8509], [0.0119, -1.9642, -0.7985], [1.8725, -1.4964, -2.1635], [-1.5257, -1.6946, -0.8288], [0.2919, -2.9035, 0.3429], [0.2380, 1.8719, -0.5316], [-0.6876, 1.1172, 0.6620], [0.3799, 0.2566, 1.6620], [1.2687, 2.0464, -0.6590], [-0.3557, 2.2856, -1.1829], [-1.5799, 0.0873, 0.0517], [-1.4143, 2.0082, 1.4449], [-0.0074, -0.4667, 2.1935], [1.1234, -0.0040, 1.0845]], "nbo_charge": [-1.345, 1.329, 0.381, -0.171, -0.215, -1.315, 1.539, -1.273, 0.425, 0.387, -0.264, -0.246, 0.386, 0.383]}